No. 1
The following is a DFT calculation (ωB97M-V/def2-TZVPD) of C3H2FHgLiO3 as an isolated structure.

Results
lowest unoccupied orbital energy (alpha / beta): -0.9 / -1.3 eV
maximum force: 0.097 Eh/bohr
total charge: 0
HOMO level (alpha / beta): -5.26 / -8.71 eV
energy relative to the best compared isomer or geometry (same formula, charge and spin): 3.114 eV
multiplicity: 3

```
11
Properties=species:S:1:pos:R:3:forces:R:3:nbo_charge:R:1
O -1.2328 -0.5173 0.7061 -0.889 2.112 1.617 -0.49
C -0.9277 0.7494 0.4007 -1.384 -1.828 1.559 0.98
C -0.3892 -1.3689 -0.0319 -3.341 -2.347 2.908 -0.01
O -0.9313 1.6689 1.1877 -1.601 -1.266 -0.290 -0.69
O -0.5594 0.7585 -0.8639 1.463 0.388 -1.507 -0.51
C 0.0257 -0.5320 -1.0955 1.777 1.329 -2.345 0.03
Hg 0.4815 3.3547 0.6709 1.715 1.504 -0.436 0.07
F 1.4810 -1.7414 0.2349 2.509 1.161 0.077 -0.72
H -0.3852 -2.1902 0.6934 0.685 -0.333 -1.628 0.25
H 0.1993 -0.7924 -2.1365 -0.402 0.294 0.172 0.20
Li 2.2380 0.6106 0.2341 -0.532 -1.014 -0.127 0.89
```
Positions in Å, forces in eV/Å.

No. 2
The following is a DFT calculation (ωB97M-V/def2-TZVPD) of an isolated ion of composition C6H9N2 and charge +1.

Results
lowest unoccupied orbital energy: -6.1 eV
maximum force: 0.088 Eh/bohr
total charge: +1
HOMO level: -14.95 eV
energy relative to the best compared isomer or geometry (same formula, charge and spin): 5.523 eV
multiplicity: 1

```
17
Properties=species:S:1:pos:R:3:forces:R:3:nbo_charge:R:1
C -0.7205 0.6081 1.0697 -0.511 -0.382 -2.367 0.33
C 0.6167 0.1254 0.8012 -0.137 -0.968 -2.883 0.24
C -0.0294 -0.4235 -1.3735 -2.753 -0.184 -0.640 0.49
C -1.5835 1.1831 1.8553 1.130 -0.873 -1.967 -0.35
C 1.6416 0.1602 1.8449 -2.445 -1.344 -0.442 -0.66
C 0.1018 -1.0455 -2.7742 0.582 -0.239 0.946 -0.67
N 0.9576 -0.3172 -0.3991 0.301 0.161 1.365 -0.39
N -1.1569 0.1048 -1.1180 1.001 1.732 4.068 -0.54
H -2.3875 1.7975 1.6040 -1.354 0.601 -0.835 0.28
H -1.4976 0.9666 2.8585 0.646 -0.184 2.486 0.28
H 1.8291 1.0289 2.2956 0.293 3.791 1.612 0.25
H 2.5058 -0.2196 1.5352 3.659 -1.169 -2.233 0.27
H 1.4646 -0.5397 2.5931 -1.242 -1.216 1.722 0.26
H 0.5176 -2.0956 -2.6698 0.493 1.666 -0.567 0.27
H 0.6437 -0.1673 -3.2367 0.180 -1.761 -0.362 0.27
H -0.8633 -1.2074 -3.3154 0.565 0.641 0.861 0.25
H -2.0396 0.0413 -1.5708 -0.408 -0.272 -0.763 0.42
```
Positions in Å, forces in eV/Å.

No. 3
The following is a DFT calculation (ωB97M-V/def2-TZVPD) of C42H57N3NiO2SSi5Te as an isolated structure.

Results
lowest unoccupied orbital energy (alpha / beta): 2.4 / 1.9 eV
maximum force: 0.058 Eh/bohr
total charge: -1
HOMO level (alpha / beta): -3.66 / -4.26 eV
energy relative to the best compared isomer or geometry (same formula, charge and spin): 1.624 eV
multiplicity: 4

```
112
Properties=species:S:1:pos:R:3:forces:R:3:mulliken_charge:R:1
Ni -0.9954 1.1437 1.3717 -0.613 -1.883 -1.621 0.86
C 3.7628 -0.6615 3.8545 -1.205 -0.711 -0.202 -0.66
C 3.3680 0.4658 4.5723 -0.308 -0.380 -1.163 -0.63
C 2.1960 1.0890 4.1954 -0.636 1.322 0.050 -0.24
C 1.3430 0.6161 3.1540 0.504 -1.377 2.058 -0.40
C 1.6098 -0.7192 2.6830 0.473 2.195 0.189 0.18
C 2.8458 -1.2915 2.9768 -0.363 1.373 0.663 -0.58
N 0.1516 1.3048 2.9207 1.923 -0.704 -0.458 0.93
N 0.0250 2.4053 3.6283 -1.525 0.054 -0.557 -0.75
C -1.1627 3.0023 3.3000 1.074 0.285 1.323 0.32
C -1.5265 4.0914 4.1221 -0.733 0.263 -0.378 -0.65
C -2.7167 4.7008 3.8249 -0.581 0.261 0.416 -0.29
C -3.6447 4.1373 2.9286 0.222 -0.549 -1.500 -0.75
C -3.1657 3.0735 2.1426 -0.700 0.190 -0.001 -0.25
N -1.9331 2.5483 2.2804 -0.782 1.343 0.874 0.24
H 4.6863 -1.1538 4.0503 0.615 -0.259 0.203 0.44
H 3.9469 0.8586 5.3867 0.306 0.145 0.112 0.40
H 1.8774 2.0335 4.6986 0.403 -1.055 -0.480 0.27
H 0.9077 -1.1687 2.0124 -0.280 -0.428 -0.266 0.23
H 3.0470 -2.2424 2.5533 0.414 -0.729 -0.316 0.53
H -0.9445 4.4290 4.9925 0.061 -0.297 -0.870 0.43
H -2.9379 5.6301 4.3257 -0.361 0.048 0.288 0.37
H -4.6630 4.5362 2.7004 1.165 -0.246 0.443 0.33
H -3.8053 2.6136 1.3561 0.635 0.365 0.642 0.37
S -0.9660 2.6915 -1.2248 -0.569 0.491 -1.245 -0.49
C 0.0095 1.8290 -0.3148 -0.346 -0.487 2.576 0.03
O -2.2679 -0.4033 1.2948 1.087 1.157 -0.455 -0.33
Si -2.9238 -1.6352 1.9869 -1.298 -0.984 0.498 -0.85
C -3.5284 -1.2865 3.7481 0.429 -0.330 1.418 0.42
C -2.8072 -0.3866 4.5988 -1.178 -1.077 -0.500 -0.20
C -3.1041 -0.2699 5.9476 0.036 0.251 0.404 -0.33
C -4.1158 -1.0675 6.5329 1.526 0.068 0.031 -0.60
C -4.6405 -2.1063 5.7969 -0.056 1.316 -1.674 -0.89
C -4.4179 -2.1608 4.4084 0.890 0.422 0.292 -0.48
C -4.5039 -2.2278 1.0741 0.676 -0.720 -0.831 0.33
C -4.4557 -3.3699 0.1990 -1.657 0.595 0.924 -0.36
C -5.6550 -4.0115 -0.1442 0.534 -0.255 -0.667 -0.61
C -6.8697 -3.3867 0.1507 0.500 -0.685 -0.967 -0.48
C -6.8912 -2.1367 0.6938 -1.655 0.787 1.083 -0.52
C -5.7489 -1.6258 1.2581 0.514 0.416 -0.008 0.03
C -1.8029 -3.1773 2.1371 0.680 0.803 -1.334 0.63
C -1.7802 -4.1661 3.1045 -2.773 0.378 0.944 -0.20
C -0.8350 -5.1235 3.2014 2.234 0.278 -1.814 -0.81
C 0.2483 -5.0805 2.2784 -0.661 0.146 0.543 -0.48
C 0.2331 -4.2084 1.2188 -0.412 0.943 -0.824 -0.71
C -0.8129 -3.2801 1.1602 0.228 0.638 -1.028 -0.24
H -1.9936 0.1477 4.1636 0.457 0.573 -0.149 0.22
H -2.4820 0.4145 6.5652 -0.724 -0.456 -0.417 0.35
H -4.2971 -0.9802 7.5958 -0.151 0.021 0.035 0.33
H -5.3380 -2.7927 6.1724 -0.779 -0.838 0.873 0.44
H -4.8673 -2.9859 3.8817 -0.250 -0.055 -0.363 0.52
H -3.5529 -3.7713 -0.2110 0.700 -0.179 0.374 0.51
H -5.6375 -4.9817 -0.7252 -0.049 1.230 0.761 0.28
H -7.7639 -3.8576 -0.1659 -0.850 -0.381 -0.223 0.40
H -7.8383 -1.5532 0.8783 0.912 -0.938 -0.433 0.28
H -5.9233 -0.7126 1.8194 0.697 -0.009 0.200 0.31
H -2.6778 -4.2194 3.7476 0.722 0.088 0.085 0.20
H -0.8534 -5.8739 3.9350 -0.068 -0.789 0.961 0.49
H 1.1130 -5.6634 2.4317 0.707 -1.048 0.140 0.42
H 0.9569 -4.1143 0.3734 -0.285 -0.577 1.128 0.39
H -0.7930 -2.6143 0.2679 -0.190 -0.212 0.853 0.27
C -2.5061 -1.2563 -2.7660 0.834 0.368 -1.227 -0.19
C -1.8529 -2.6158 -3.0484 -0.645 0.888 1.535 1.07
C -2.6676 -3.5926 -3.8422 -0.564 -0.988 -0.818 -1.22
O -0.7699 -2.9238 -2.5863 -0.599 0.232 -0.556 -0.53
H -2.6576 -0.9651 -1.7496 0.184 -0.382 1.060 -0.17
H -3.4602 -1.1265 -3.2654 -0.101 -0.175 -0.220 0.42
H -1.8135 -0.4867 -3.1577 -0.451 -0.349 0.117 -0.15
H -1.9017 -4.2170 -4.3113 -0.399 -0.237 -0.216 0.37
H -3.3760 -3.1760 -4.6206 0.946 -0.196 0.981 0.35
H -3.2780 -4.2656 -3.1754 0.612 0.806 -0.398 0.20
C 5.6243 -0.4226 -1.4041 0.770 -0.410 -1.074 -1.30
Si 4.2474 -0.3594 -2.6949 -0.880 0.792 -1.166 0.75
C 5.0041 -0.1525 -4.4616 1.560 0.412 0.107 -0.94
C 3.1043 -1.9006 -2.6679 0.176 0.756 -0.334 -0.83
Si 2.9010 1.6284 -2.5305 0.679 0.014 0.137 -0.14
Te 2.0432 1.5941 -0.1403 0.356 -0.136 -0.731 -0.25
Si 1.4431 1.9288 -4.3953 -0.134 -0.749 -0.798 0.77
C 0.1937 0.4826 -4.7565 1.923 -0.317 2.281 -0.58
C 2.5033 2.1686 -6.0196 -0.989 0.316 -0.343 -1.19
C 0.4790 3.5239 -4.2904 -0.200 0.593 -0.058 -1.14
Si 4.3674 3.5026 -2.4451 0.218 0.020 0.097 0.43
C 3.4019 5.1447 -2.4907 0.160 0.171 -0.861 -1.05
C 5.5711 3.4724 -3.9564 -1.028 0.409 -0.472 -1.14
C 5.4521 3.6735 -0.8379 -0.881 -0.303 -0.140 -1.05
H 5.7329 -1.4553 -1.1230 -0.023 -0.688 0.309 0.41
H 5.4539 0.1213 -0.5077 -0.371 0.603 0.765 0.37
H 6.6352 -0.1568 -1.7753 -0.642 0.178 -0.078 0.33
H 6.1340 -0.1512 -4.3493 -1.063 -0.076 -0.119 0.32
H 4.7924 0.8155 -4.9574 -0.048 -0.486 0.561 -0.04
H 4.7882 -0.9148 -5.2110 -0.214 -0.227 0.205 0.38
H 3.1274 -2.2927 -1.6525 -0.448 -0.102 0.050 0.20
H 3.5298 -2.6609 -3.3332 -0.136 0.039 0.061 0.45
H 2.0642 -1.6445 -3.0113 0.962 -0.349 0.529 0.06
H 0.8119 -0.3470 -5.1546 -0.585 0.276 -0.020 0.30
H -0.5819 0.7949 -5.4120 -0.659 0.149 -0.623 0.56
H -0.2120 0.1416 -3.7581 0.333 0.378 -1.202 -0.50
H 3.5702 1.8938 -6.0654 -0.647 0.075 0.090 0.36
H 2.3929 3.2779 -6.0929 0.467 -0.704 -0.376 0.29
H 1.9542 1.7191 -6.9154 0.727 0.509 1.148 0.30
H 1.0803 4.3596 -4.6378 0.224 0.077 -0.516 0.42
H 0.2740 3.8340 -3.2670 -0.509 -0.429 -0.033 0.17
H -0.4478 3.4759 -4.9092 0.530 0.069 0.575 0.32
H 3.3002 5.5043 -3.5598 -0.041 -0.364 1.132 0.27
H 3.9809 5.9115 -1.9319 -0.478 -0.362 -0.261 0.40
H 2.4012 5.0092 -2.0500 0.332 0.251 -0.106 0.24
H 5.0449 3.2471 -4.9248 0.359 -0.045 0.983 0.25
H 6.3892 2.7928 -3.8211 0.342 -0.701 0.038 0.34
H 6.0393 4.4349 -4.1385 0.037 0.437 0.204 0.42
H 4.9256 3.7884 0.1518 0.279 -0.408 -1.126 0.29
H 5.8527 4.6621 -1.0631 0.657 -0.008 0.178 0.33
H 6.2262 2.8862 -0.7830 -0.216 0.564 0.084 0.28
```
Positions in Å, forces in eV/Å.